No. 1
Density functional theory data (ωB97M-V/def2-TZVPD) for the molecule C3H4BrN in a non-equilibrium geometry.

Structure (XYZ):
```
9
Properties=species:S:1:pos:R:3:forces:R:3
C 0.593 0.614 -0.038 -0.54 8.56 0.70
Br 2.267 -0.216 0.086 -0.03 -0.01 -0.01
H -1.747 -1.891 -0.040 -0.16 -0.01 -0.03
C -0.775 -1.433 0.031 0.03 0.24 -0.04
H -1.477 0.513 -0.364 -0.02 0.02 0.01
N 0.408 2.084 0.046 0.67 -7.75 -0.63
C -0.627 -0.122 -0.152 -0.57 -0.81 -0.02
H 1.311 2.537 0.149 0.39 -0.22 0.04
H 0.046 -2.085 0.281 0.22 -0.02 -0.03
```
Positions in Å, forces in eV/Å.

2S+1 ... 1
Frontier orbital gap ... 9.079 eV
ΔE to the lowest compared entry with this formula, charge and spin ... 146.5 kJ/mol
SMILES ... [H]/N=C(\Br)C=C

natural (NBO) population analysis, charges in e, atoms 1 to 2: 0.12 0.09

***

No. 2
Density functional theory data (ωB97M-V/def2-TZVPD) for a structure of composition C3H4BrN in a non-equilibrium geometry.

Structure (XYZ):
```
9
Properties=species:S:1:pos:R:3:forces:R:3
N 1.516 -0.433 0.028 3.06 0.54 -0.42
H 0.546 -2.307 0.050 -0.72 2.11 0.42
H -0.996 -0.022 -0.909 -0.32 0.54 0.25
C 0.480 -1.155 0.124 -0.48 -1.30 0.05
H 1.082 1.607 -0.693 -0.02 -0.02 0.44
Br -4.057 0.154 0.083 0.38 -0.01 0.04
C 0.846 0.905 0.110 -0.60 -1.14 2.50
C -0.390 0.017 -0.003 -1.28 -0.86 -1.19
H 0.975 1.233 1.210 -0.03 0.15 -2.09
```
Positions in Å, forces in eV/Å.

2S+1 ... 1
Frontier orbital gap (spin up / spin down) ... 9.661 / 5.025 eV
ΔE to the lowest compared entry with this formula, charge and spin ... 443.2 kJ/mol

natural (NBO) population analysis, charges in e, atoms 1 to 2: -0.32 0.23

***

No. 3
Density functional theory data (ωB97M-V/def2-TZVPD) for the molecule C3H4BrN in a non-equilibrium geometry.

Structure (XYZ):
```
9
Properties=species:S:1:pos:R:3:forces:R:3
Br 2.127 1.077 0.252 -0.85 -0.22 -0.01
H -1.604 -0.271 0.032 0.51 1.38 -0.59
C 0.489 0.147 -0.280 -0.23 -1.87 0.45
C -0.866 0.558 0.244 -0.08 -0.17 1.25
N 0.744 -2.462 -0.095 0.04 -1.51 0.07
C 0.626 -1.334 -0.161 0.41 2.29 0.41
H 0.352 0.239 -1.293 0.66 0.72 -2.75
H -0.764 0.423 1.298 -0.31 0.58 1.14
H -1.104 1.623 0.003 -0.16 -1.20 0.03
```
Positions in Å, forces in eV/Å.

2S+1 ... 1
Frontier orbital gap ... 11.441 eV
ΔE to the lowest compared entry with this formula, charge and spin ... 39.9 kJ/mol
SMILES ... C[C@@H](Br)C#N

natural (NBO) population analysis, charges in e, atoms 1 to 2: 0.06 0.25

***

No. 4
Density functional theory data (ωB97M-V/def2-TZVPD) for a cluster of 2 separate species, C3H4BrNO in total in a non-equilibrium geometry.

Structure (XYZ):
```
10
Properties=species:S:1:pos:R:3:forces:R:3
C 1.006 -0.261 0.416 3.19 1.37 -1.50
Br 4.238 -0.210 -0.125 0.36 -0.47 -0.08
C 2.641 0.864 -0.158 -2.15 2.49 1.07
H 0.048 0.719 -1.302 -0.29 -0.15 2.33
H -0.673 0.910 0.524 0.17 0.03 -1.20
C -0.197 0.266 -0.257 -0.04 0.34 -1.01
N 1.513 -1.118 1.115 -1.08 -3.19 0.36
O 2.712 2.064 -0.266 -0.47 -2.93 -0.06
H 1.060 -2.099 1.341 0.53 2.83 -0.31
H -0.883 -0.536 -0.514 -0.22 -0.33 0.38
```
Positions in Å, forces in eV/Å.

2S+1 ... 1
Frontier orbital gap ... 8.831 eV
ΔE to the lowest compared entry with this formula, charge and spin ... 221.4 kJ/mol

natural (NBO) population analysis, charges in e, atoms 1 to 2: 0.40 -0.04

***

No. 5
Density functional theory data (ωB97M-V/def2-TZVPD) for the molecule C3H4BrNO in a non-equilibrium geometry.

Structure (XYZ):
```
10
Properties=species:S:1:pos:R:3:forces:R:3
C -0.492 0.948 -0.620 0.56 -1.19 3.42
H -0.595 0.156 1.735 -0.44 -0.41 -0.57
C -0.149 -1.212 -1.091 -0.92 2.22 1.15
N -0.037 -1.259 0.158 -0.46 -3.22 -0.53
C -0.039 -0.023 0.810 1.32 2.09 -2.46
H 0.243 1.650 -0.861 0.52 1.90 0.23
Br -2.279 1.644 -0.472 -0.06 0.26 0.11
H 1.057 0.037 1.071 -0.92 1.03 -0.16
O -0.412 0.046 -1.615 0.07 -1.23 -1.22
H -0.176 -1.864 -1.923 0.33 -1.46 0.03
```
Positions in Å, forces in eV/Å.

2S+1 ... 1
Frontier orbital gap ... 10.709 eV
ΔE to the lowest compared entry with this formula, charge and spin ... 127.5 kJ/mol
SMILES ... Br[C@H]1CN=CO1

natural (NBO) population analysis, charges in e, atoms 1 to 2: 0.02 0.23

***

No. 6
Density functional theory data (ωB97M-V/def2-TZVPD) for the molecule C3H4BrNO in a non-equilibrium geometry.

Structure (XYZ):
```
10
Properties=species:S:1:pos:R:3:forces:R:3
C -0.967 -0.923 0.375 -1.46 -1.59 1.12
Br -2.494 -1.892 0.761 0.91 -0.09 -0.11
H 1.777 0.536 0.201 0.20 0.90 -0.62
H 1.013 0.211 -1.492 0.23 1.68 0.76
C 0.873 0.508 -0.412 0.04 -4.22 -0.05
O -1.333 0.976 -0.277 0.89 4.92 0.03
H 0.133 1.824 0.805 -0.35 2.02 3.15
N -0.123 1.482 -0.047 -1.85 -3.23 -4.11
C 0.273 -0.877 0.033 1.36 -1.55 0.21
H 0.848 -1.846 0.053 0.04 1.16 -0.39
```
Positions in Å, forces in eV/Å.

2S+1 ... 3
Frontier orbital gap (spin up / spin down) ... 7.351 / 7.652 eV
ΔE to the lowest compared entry with this formula, charge and spin ... 232.7 kJ/mol

natural (NBO) population analysis, charges in e, atoms 1 to 2: -0.05 0.14

***

No. 7
Density functional theory data (ωB97M-V/def2-TZVPD) for a cluster of 2 separate species, C3H4BrNO2 in total in a non-equilibrium geometry.

Structure (XYZ):
```
11
Properties=species:S:1:pos:R:3:forces:R:3
N -0.173 2.509 -0.286 0.16 0.76 -0.84
H -1.154 -2.530 -0.397 -0.12 0.00 0.05
H -1.515 -0.814 -0.092 -0.07 -0.10 0.06
O 0.533 2.553 0.679 0.43 0.05 0.53
C -0.931 -1.675 0.240 -0.35 -0.02 0.01
C 0.473 -1.359 0.157 0.79 0.18 0.00
C 1.641 -1.094 0.094 0.16 0.09 -0.18
O -1.095 1.767 -0.494 -0.49 -0.38 -0.16
H -1.197 -1.913 1.270 -0.12 -0.02 -0.05
Br 3.386 -0.661 -0.123 -0.30 -0.08 0.11
H 0.031 3.217 -1.049 -0.10 -0.48 0.47
```
Positions in Å, forces in eV/Å.

2S+1 ... 1
Frontier orbital gap ... 9.504 eV
ΔE to the lowest compared entry with this formula, charge and spin ... 431.9 kJ/mol
SMILES ... O=[NH+][O-].CC#CBr

natural (NBO) population analysis, charges in e, atoms 1 to 2: 0.40 0.24

***

No. 8
Density functional theory data (ωB97M-V/def2-TZVPD) for a structure of composition C3H4CdO2 in a non-equilibrium geometry.

Structure (XYZ):
```
10
Properties=species:S:1:pos:R:3:forces:R:3
H 1.319 -0.145 -0.642 -0.12 -0.11 0.36
C 1.214 0.465 0.271 -1.36 0.48 -1.34
H -0.205 1.559 1.532 -0.08 -0.16 -0.25
H -0.434 1.578 -0.289 0.11 0.08 0.13
Cd 4.102 0.777 0.827 3.95 -0.06 -0.06
O -1.941 -0.167 1.423 1.34 -0.15 -0.67
O 2.214 0.812 0.896 -3.01 0.26 0.83
H -2.280 -1.050 1.631 -0.89 -0.31 -0.35
C -0.166 0.971 0.604 0.90 0.04 -0.46
C -1.051 -0.228 0.485 -0.84 -0.07 1.81
```
Positions in Å, forces in eV/Å.

Charge ... +2
2S+1 ... 1
Frontier orbital gap (spin up / spin down) ... 5.178 / 2.620 eV
ΔE to the lowest compared entry with this formula, charge and spin ... 414.4 kJ/mol

natural (NBO) population analysis, charges in e, atoms 1 to 2: 0.21 0.59

***

No. 9
Density functional theory data (ωB97M-V/def2-TZVPD) for a structure of composition C3H4CeO2.

Structure (XYZ):
```
10
Properties=species:S:1:pos:R:3:forces:R:3
C 0.648 -0.213 0.522 0.44 0.00 -0.14
C -1.468 -0.574 -0.224 -0.57 0.15 -0.41
Ce 3.410 -0.554 0.802 -0.59 0.60 -0.40
H -1.736 -1.031 -1.187 0.07 0.11 0.26
H -2.235 -0.832 0.523 0.15 0.05 -0.11
C -1.107 0.862 -0.285 -0.46 0.03 0.43
O 0.125 0.972 0.333 0.50 0.22 -0.17
O -0.196 -1.140 0.214 0.59 -0.48 0.17
H -1.724 1.753 -0.311 0.19 -0.19 -0.06
H 4.282 0.756 -0.388 -0.32 -0.48 0.42
```
Positions in Å, forces in eV/Å.

Charge ... +2
2S+1 ... 3
Frontier orbital gap (spin up / spin down) ... 5.864 / 9.292 eV
ΔE to the lowest compared entry with this formula, charge and spin ... 186.3 kJ/mol

natural (NBO) population analysis, charges in e, atoms 1 to 2: 0.27 -0.19

***

No. 10
Density functional theory data (ωB97M-V/def2-TZVPD) for the molecule C3H4Cl2F3N in a non-equilibrium geometry.

Structure (XYZ):
```
13
Properties=species:S:1:pos:R:3:forces:R:3
F -0.414 2.204 -0.543 -1.51 0.99 -0.96
F 0.750 1.695 1.116 0.56 -0.87 -0.54
H -0.050 -2.278 -0.412 1.17 1.61 0.89
H -2.227 0.101 -0.037 -2.16 0.83 -1.58
C 0.582 -1.405 0.028 -0.58 -0.68 -2.40
C 0.457 1.306 -0.168 0.15 -0.96 1.05
H -1.417 0.484 1.374 -0.19 -1.55 -2.01
F 1.509 1.454 -0.961 0.43 -0.01 0.35
N -1.451 -0.115 0.474 1.79 0.63 4.99
H -0.596 -0.234 -1.284 1.12 0.29 0.50
Cl 0.995 -1.788 1.643 0.07 0.06 1.04
Cl 2.087 -1.311 -1.000 -0.40 -0.49 0.28
C -0.225 -0.112 -0.230 -0.43 0.15 -1.61
```
Positions in Å, forces in eV/Å.

2S+1 ... 1
Frontier orbital gap ... 10.956 eV
ΔE to the lowest compared entry with this formula, charge and spin ... 0.0 kJ/mol
SMILES ... N[C@H](C(Cl)Cl)C(F)(F)F

natural (NBO) population analysis, charges in e, atoms 1 to 2: -0.32 -0.34

***

No. 11
Density functional theory data (ωB97M-V/def2-TZVPD) for a structure of composition C3H4Cl2INO in a non-equilibrium geometry.

Structure (XYZ):
```
12
Properties=species:S:1:pos:R:3:forces:R:3
H 1.488 1.773 -0.100 -1.54 0.15 0.54
H 0.362 2.517 1.204 0.39 -1.74 -0.71
N 1.134 -1.099 0.053 -4.78 0.75 -0.64
O -0.321 0.766 0.260 -0.76 1.48 0.60
H 1.490 0.987 1.371 -1.72 0.49 0.20
Cl -2.860 -0.422 -0.098 -0.64 -0.52 0.36
H 1.876 -0.490 0.272 1.19 0.83 0.40
I -1.127 -0.845 -2.744 -0.29 -0.25 0.03
C -0.013 -0.449 0.008 0.96 -5.58 -1.50
Cl -1.273 -2.983 -0.316 -0.64 0.08 0.17
C 0.727 1.540 0.732 3.44 2.10 0.14
C -1.482 -1.295 -0.643 4.38 2.21 0.42
```
Positions in Å, forces in eV/Å.

2S+1 ... 1
Frontier orbital gap ... 9.492 eV
ΔE to the lowest compared entry with this formula, charge and spin ... 104.2 kJ/mol

natural (NBO) population analysis, charges in e, atoms 1 to 2: 0.19 0.22

***

No. 12
Density functional theory data (ωB97M-V/def2-TZVPD) for a structure of composition C3H4Cl2N in a non-equilibrium geometry.

Structure (XYZ):
```
10
Properties=species:S:1:pos:R:3:forces:R:3
H -1.256 -1.406 0.836 -0.57 0.72 0.49
N 0.347 0.942 -0.831 0.72 5.02 1.42
H 0.873 -0.845 -1.487 -1.07 0.23 1.03
Cl -1.420 -0.636 -1.911 -0.34 0.18 0.01
C 0.003 -0.299 -0.998 0.44 -5.29 0.51
H 0.751 2.606 0.492 0.28 0.85 -0.06
C 0.477 1.649 0.134 -0.32 -1.47 -1.27
Cl 0.050 0.501 1.742 -0.83 0.07 1.06
H 0.464 -1.578 1.128 1.99 -1.86 0.34
C -0.290 -0.934 0.895 -0.29 1.57 -3.54
```
Positions in Å, forces in eV/Å.

Charge ... +1
2S+1 ... 1
Frontier orbital gap ... 10.383 eV
ΔE to the lowest compared entry with this formula, charge and spin ... 124.7 kJ/mol

natural (NBO) population analysis, charges in e, atoms 1 to 2: 0.27 -0.31

***

Among the records above, which one has the highest ΔE to the lowest compared entry with this formula, charge and spin? number 2